{"formula": "C26H25N3O2S2SiSn", "method": "the ωB97M-V functional and the def2-TZVPD basis", "species": ["Sn", "S", "C", "N", "O", "Si", "C", "C", "C", "C", "C", "C", "C", "C", "C", "C", "C", "C", "C", "C", "C", "C", "C", "C", "H", "H", "H", "H", "H", "H", "H", "H", "H", "H", "H", "H", "H", "H", "H", "C", "O", "H", "H", "H", "H", "N", "C", "S", "C", "C", "C", "N", "C", "C", "H", "H", "H", "H", "H", "H"], "coordinates": [[0.21, -0.35, -0.33], [-3.27, -4.19, -1.57], [-2.40, -2.92, -1.01], [-1.80, -2.01, -0.61], [-0.82, 1.35, -0.54], [-2.19, 2.06, -1.06], [-1.90, 3.89, -1.47], [-1.32, 4.73, -0.46], [-0.96, 6.03, -0.74], [-1.24, 6.54, -2.01], [-1.87, 5.75, -3.00], [-2.24, 4.46, -2.72], [-2.96, 1.17, -2.50], [-4.23, 1.50, -2.99], [-4.82, 0.77, -4.00], [-4.16, -0.31, -4.56], [-2.89, -0.65, -4.11], [-2.30, 0.08, -3.09], [-3.34, 2.46, 0.36], [-2.92, 2.16, 1.67], [-3.78, 2.32, 2.74], [-5.07, 2.81, 2.53], [-5.48, 3.16, 1.25], [-4.62, 3.01, 0.18], [-1.13, 4.31, 0.52], [-0.49, 6.65, 0.01], [-0.99, 7.57, -2.24], [-2.06, 6.17, -3.98], [-2.72, 3.85, -3.47], [-4.77, 2.35, -2.58], [-5.81, 1.04, -4.36], [-4.62, -0.88, -5.36], [-2.36, -1.48, -4.56], [-1.30, -0.18, -2.78], [-1.91, 1.81, 1.84], [-3.46, 2.07, 3.74], [-5.75, 2.93, 3.37], [-6.48, 3.56, 1.09], [-4.95, 3.32, -0.80], [3.68, 0.36, -1.03], [2.50, 0.91, -0.40], [4.50, 0.28, -0.31], [3.98, 0.96, -1.88], [3.41, -0.64, -1.37], [2.68, 1.81, -0.12], [-1.26, -0.37, 6.83], [-0.06, -0.18, 6.24], [1.32, 0.06, 7.07], [-0.07, -0.21, 4.73], [1.08, 0.13, 4.03], [1.10, 0.07, 2.66], [0.02, -0.29, 1.94], [-1.10, -0.62, 2.59], [-1.18, -0.60, 3.97], [-1.29, -0.37, 7.83], [-2.11, -0.51, 6.33], [1.96, 0.43, 4.59], [2.00, 0.31, 2.10], [-1.95, -0.92, 1.99], [-2.11, -0.92, 4.42]], "energy_ev": -71297.7995, "lumo_energy_ev": [-9.331, -8.706], "homo_lumo_gap_ha": [0.136, 0.159], "charge": 2}